[1]
{
  "formula": "C2H5NOS",
  "method": "ωB97M-V with the def2-TZVPD basis set",
  "lumo_energy_ev": 0.8,
  "homo_energy_ev": -8.86,
  "total_energy_ev": -16525.6648,
  "de_lowest_kcal_mol": 62.6,
  "smiles": "CC(=S)NO",
  "species": ["C", "C", "H", "H", "H", "H", "H", "N", "O", "S"],
  "positions_angstrom": [[-0.2451, 0.9036, -0.9375], [-0.0050, 0.3281, 0.3725], [-0.2848, 1.9882, -0.9305], [0.1367, 0.4972, -1.8234], [-1.2617, 0.7648, -1.2205], [0.5654, -1.4166, -0.6051], [0.5367, -1.3849, 2.0009], [0.1920, -0.9778, 0.1616], [0.4523, -1.8629, 1.2030], [-0.0867, 1.1604, 1.7791]],
  "atomic_forces_ev_per_a": [[-1.829, 2.638, -0.641], [0.390, -1.025, -0.882], [0.968, 0.159, 0.000], [1.826, -0.627, -0.939], [-1.548, -0.526, 0.425], [0.736, -0.428, -2.517], [0.068, 1.557, 1.538], [-0.456, 0.210, 4.174], [-0.218, -1.451, -1.503], [0.065, -0.506, 0.345]]
}



[2]
{
  "formula": "C7H15N3O5",
  "method": "ωB97M-V with the def2-TZVPD basis set",
  "lumo_energy_ev": 0.2,
  "homo_energy_ev": -9.75,
  "total_energy_ev": -22210.3098,
  "de_lowest_kcal_mol": 19.6,
  "smiles": "NC(=O)C[C@H](N)C(=O)O.C[C@H](N)C(=O)O",
  "species": ["C", "C", "C", "C", "C", "C", "C", "H", "H", "H", "H", "H", "H", "H", "H", "H", "H", "H", "H", "H", "H", "H", "N", "N", "N", "O", "O", "O", "O", "O"],
  "positions_angstrom": [[2.6729, -0.5425, -0.6293], [3.2967, 0.7889, -0.3364], [1.3506, -0.2269, -1.4200], [-1.7056, -0.4210, 0.7937], [-2.3075, -1.1864, -0.3866], [-1.1456, 0.9613, 0.3206], [-2.1462, 2.1185, 0.2210], [1.8137, -0.9993, 1.1065], [2.2909, -2.2524, 0.3672], [3.4220, -1.1085, -1.3560], [0.7128, 0.1708, -0.7145], [0.8963, -1.1063, -1.8057], [1.4555, 0.4551, -2.1901], [3.9867, 0.2598, 1.2507], [-0.9358, -1.1138, 2.5631], [0.1580, -1.1146, 1.3183], [-2.5507, -0.2207, 1.4580], [-0.7320, 0.8689, -0.6833], [-0.3797, 1.3363, 1.0017], [-3.3327, 1.1414, -1.2025], [-3.8478, 2.7755, -0.6638], [-1.6260, -2.6816, 0.4811], [2.5303, -1.3766, 0.5672], [-0.8034, -1.3119, 1.5536], [-3.1681, 2.0159, -0.6865], [3.3015, 1.7451, -1.0564], [3.8051, 1.0525, 0.8991], [-2.8884, -0.6678, -1.3244], [-1.9494, 3.1303, 0.8766], [-2.1738, -2.4900, -0.3227]],
  "atomic_forces_ev_per_a": [[0.934, -1.516, -2.589], [0.599, 2.605, 0.884], [1.954, -1.990, 1.229], [-0.186, 0.666, -0.114], [-0.473, 0.525, -0.923], [-0.624, -0.146, -0.113], [-0.342, 0.397, -0.223], [-1.069, 0.807, 1.368], [-0.974, -4.493, -1.218], [-1.409, 1.176, 1.448], [-1.067, 0.770, 1.260], [-0.264, -1.026, -0.317], [0.596, 1.397, -1.459], [1.056, -4.813, 2.870], [0.359, -0.304, -0.969], [-0.106, -0.067, 0.050], [-0.096, 0.009, -0.079], [-0.234, 0.050, 0.219], [-0.014, -0.196, -0.024], [0.126, 0.637, 0.472], [0.401, -0.483, -0.150], [-0.252, 0.167, -0.324], [2.292, 4.259, -0.281], [-0.538, 0.705, 0.770], [0.161, -0.095, 0.467], [-0.518, -0.544, -1.299], [-0.996, 2.984, -2.174], [0.534, -0.338, 0.820], [-0.227, -0.360, -0.056], [0.376, -0.783, 0.453]]
}



[3]
{
  "formula": "C6H11NO2",
  "method": "ωB97M-V with the def2-TZVPD basis set",
  "lumo_energy_ev": 0.8,
  "homo_energy_ev": -7.59,
  "total_energy_ev": -11982.6549,
  "de_lowest_kcal_mol": 83.3,
  "species": ["C", "C", "C", "C", "C", "C", "N", "O", "O", "H", "H", "H", "H", "H", "H", "H", "H", "H", "H", "H"],
  "positions_angstrom": [[0.2315, -0.5679, -0.6895], [1.5014, -0.4519, 0.7156], [-0.5799, 0.5675, -1.0657], [0.1528, -1.0135, 0.7376], [-0.1696, 1.9649, -0.6513], [-2.2173, 0.4129, -0.0144], [2.5671, -1.1943, 1.1920], [-2.8462, -0.7886, -0.1781], [-2.7694, 1.3049, 0.5577], [-2.2568, -1.3899, -0.6518], [0.4246, -1.3199, -1.4457], [1.6478, 0.6140, 0.8476], [-0.8825, 0.5339, -2.1147], [3.5052, -0.8869, 0.9789], [2.4380, -2.1897, 1.2656], [-0.6533, -0.4663, 1.2779], [0.1226, -2.0907, 0.8917], [0.7438, 2.2587, -1.1755], [-0.9474, 2.6838, -0.9021], [-0.0126, 2.0189, 0.4241]],
  "atomic_forces_ev_per_a": [[2.003, -1.400, 0.817], [-1.403, 0.685, -0.401], [-2.752, 1.027, 1.792], [-0.523, 0.470, 0.440], [0.126, 0.007, -0.256], [0.742, 0.286, -2.332], [0.246, -0.168, -0.559], [0.435, 0.287, 0.225], [0.800, -0.457, -0.156], [0.096, 0.088, -0.011], [0.022, -0.083, 0.141], [-0.309, -0.127, 0.001], [-0.118, 0.012, 0.136], [-0.179, -0.204, -0.131], [0.154, 0.020, -0.116], [0.666, -0.522, 0.048], [-0.073, 0.040, 0.180], [0.038, -0.024, 0.108], [-0.036, -0.022, 0.039], [0.064, 0.086, 0.036]]
}



[4]
{
  "formula": "C2H8NO4",
  "method": "ωB97M-V with the def2-TZVPD basis set",
  "lumo_energy_ev": [0.2, -3.8],
  "homo_energy_ev": [-10.35, -10.14],
  "total_energy_ev": -11881.3047,
  "de_lowest_kcal_mol": 19.3,
  "spin_multiplicity": 2,
  "species": ["C", "N", "C", "O", "O", "H", "H", "H", "H", "H", "H", "O", "H", "H", "O"],
  "positions_angstrom": [[-1.9721, -0.9702, -0.7782], [-0.8923, -0.1874, -0.2134], [-0.1982, -0.3303, 1.0699], [0.7312, 0.5279, 1.1736], [-0.4622, -1.2571, 1.8245], [-1.5386, -1.7756, -1.3629], [-2.6502, -0.2219, -1.2213], [-2.4704, -1.5623, 0.0365], [-0.3104, 0.4154, -0.9016], [2.3158, -0.1897, 1.9240], [2.1749, -0.4503, 0.5554], [2.7944, -0.7318, 1.2482], [0.2945, 2.7247, -0.8405], [1.5276, 1.8949, -1.0138], [0.6560, 2.1137, -1.5002]],
  "atomic_forces_ev_per_a": [[-0.402, 0.026, 2.400], [1.384, 0.535, -1.356], [1.250, -0.304, 1.298], [-2.120, 0.581, -0.673], [-0.782, 0.367, -1.114], [-0.005, 0.321, -0.946], [0.180, -0.885, -0.487], [0.313, 0.950, -0.437], [-1.024, -0.709, 1.220], [0.982, -0.869, -0.142], [0.771, -0.515, -0.245], [-0.451, 0.730, 0.414], [-0.260, -0.002, -0.262], [-1.813, 0.234, -1.283], [1.978, -0.461, 1.613]]
}



[5]
{
  "formula": "C2H9N2PS",
  "method": "ωB97M-V with the def2-TZVPD basis set",
  "lumo_energy_ev": -1.4,
  "homo_energy_ev": -6.72,
  "total_energy_ev": -25320.9496,
  "de_lowest_kcal_mol": 63.7,
  "species": ["C", "C", "N", "P", "S", "H", "H", "H", "H", "H", "N", "H", "H", "H", "H"],
  "positions_angstrom": [[-1.1890, -1.0228, -0.9873], [0.0696, -0.7848, -0.5172], [1.0791, -0.0094, -0.9416], [0.8405, 1.3744, -1.7611], [1.8858, 1.7393, -3.3680], [-1.9832, -1.2995, -0.3045], [-1.4388, -0.9496, -2.0356], [0.3580, -1.3997, 0.3680], [1.0663, 2.4065, -0.8161], [-0.5400, 1.5244, -2.0118], [-0.0288, -0.3098, 2.4918], [-0.3852, 0.4256, 3.1022], [-0.7807, -0.9531, 2.2358], [0.3232, 0.0834, 1.5960], [0.7232, -0.8251, 2.9495]],
  "atomic_forces_ev_per_a": [[0.119, 0.012, 0.047], [-0.131, -0.165, 0.119], [0.059, -0.105, 0.412], [0.281, -0.011, -0.529], [-0.055, -0.048, 0.079], [0.141, -0.790, -0.079], [-0.162, 0.732, 0.024], [-0.208, 0.154, 0.075], [-0.081, -0.028, 0.053], [-0.051, 0.020, 0.179], [0.011, 0.234, -0.180], [0.040, 0.014, -0.008], [0.016, 0.028, -0.061], [0.001, -0.060, -0.095], [0.019, 0.012, -0.036]]
}



[6]
{
  "formula": "C10H6Cl33NO2P",
  "method": "ωB97M-V with the def2-TZVPD basis set",
  "lumo_energy_ev": -3.5,
  "total_charge": 1,
  "homo_energy_ev": -12.70,
  "total_energy_ev": -438572.3731,
  "species": ["N", "P", "O", "C", "C", "O", "Cl", "H", "H", "H", "H", "H", "H", "C", "Cl", "Cl", "Cl", "Cl", "C", "Cl", "Cl", "Cl", "Cl", "C", "Cl", "Cl", "Cl", "Cl", "C", "Cl", "Cl", "Cl", "Cl", "C", "Cl", "Cl", "Cl", "Cl", "C", "Cl", "Cl", "Cl", "Cl", "C", "Cl", "Cl", "Cl", "Cl", "C", "Cl", "Cl", "Cl", "Cl"],
  "positions_angstrom": [[-0.9472, 4.5588, 1.1730], [-0.3767, 2.9996, 0.8569], [-0.8304, 2.5976, -0.6150], [1.4492, 3.0287, 1.0103], [1.9457, 4.1604, 0.0781], [1.7725, 4.2021, -1.0626], [2.8573, 5.4915, 0.8588], [-0.2108, 5.0499, 1.6947], [-0.9757, 5.0646, 0.2784], [-1.0052, 2.1041, 1.7442], [-1.5084, 1.8842, -0.5971], [1.6627, 3.3770, 2.0413], [1.9473, 2.0553, 0.8189], [3.5316, -0.2841, -1.0181], [2.7545, 1.2811, -1.3503], [2.3151, -1.4365, -0.4454], [4.2767, -0.8956, -2.4942], [4.7702, -0.0561, 0.2250], [5.2331, -3.1211, 2.7842], [3.9457, -1.9984, 3.2680], [6.6269, -2.1978, 2.2074], [5.7066, -4.1043, 4.1725], [4.6480, -4.1702, 1.4870], [-2.5337, 0.0526, -2.9664], [-2.9203, 0.0056, -1.2269], [-1.5732, -1.3678, -3.3885], [-4.0275, 0.0528, -3.9043], [-1.6174, 1.5249, -3.3100], [6.9158, 6.5077, 1.8623], [5.5100, 7.5875, 1.9219], [7.8914, 6.7335, 3.3171], [6.3661, 4.8239, 1.7759], [7.8852, 6.8838, 0.4344], [-0.2863, -5.6494, -3.5673], [1.4317, -5.8234, -3.9484], [-1.2512, -6.4775, -4.7931], [-0.6181, -6.3514, -1.9784], [-0.7133, -3.9265, -3.5359], [-5.5581, -1.8564, 1.1130], [-6.5114, -2.6182, 2.3892], [-4.4319, -0.6872, 1.8356], [-4.6396, -3.0927, 0.2412], [-6.6314, -1.0129, -0.0097], [-9.1243, 0.8054, -2.5249], [-7.4063, 0.6401, -2.9307], [-10.0995, -0.0159, -3.7480], [-9.4290, 0.0772, -0.9386], [-9.5543, 2.5198, -2.4782], [0.6670, -5.7873, 2.6509], [0.3186, -6.3187, 0.9997], [1.4721, -7.0879, 3.5358], [1.7254, -4.3695, 2.5873], [-0.8450, -5.3626, 3.4691]],
  "atomic_forces_ev_per_a": [[1.352, -0.765, -0.595], [-0.132, 0.737, -0.857], [0.140, -0.013, 1.615], [-0.289, 0.624, 0.842], [0.960, 0.083, 2.241], [-0.709, -0.238, -2.617], [-0.441, -0.673, 0.205], [-0.506, 0.065, 0.286], [-0.466, -0.141, 0.150], [0.393, 0.198, -0.054], [0.094, 0.072, -0.513], [-0.163, -0.492, -0.292], [-0.380, 0.654, -0.028], [0.223, -0.242, -0.013], [0.057, -0.161, -0.353], [0.034, 0.121, 0.012], [-0.109, 0.099, 0.140], [-0.188, 0.013, -0.126], [0.119, -0.148, -0.029], [0.040, 0.012, 0.009], [0.007, -0.041, 0.094], [-0.072, 0.093, -0.105], [0.386, 0.160, -0.070], [-0.009, -0.051, -0.406], [-0.013, 0.056, 0.135], [-0.349, 0.993, 0.169], [0.118, -0.006, 0.178], [-0.025, -0.081, -0.135], [0.160, 0.066, 0.006], [0.045, -0.048, 0.005], [-0.104, -0.028, -0.103], [0.017, 0.044, 0.007], [-0.103, -0.040, 0.095], [0.122, -0.180, -0.118], [-0.116, 0.031, 0.052], [0.059, 0.109, 0.103], [-0.080, 0.035, -0.255], [0.224, -0.900, 0.000], [-0.161, -0.167, -0.158], [0.115, 0.099, -0.081], [0.044, 0.026, 0.079], [-0.007, 0.093, 0.064], [0.295, -0.158, 0.234], [-0.193, 0.038, -0.055], [-0.043, 0.019, 0.023], [0.097, 0.049, 0.096], [-0.127, 0.134, -0.201], [0.053, -0.111, 0.007], [-0.072, -0.061, 0.078], [0.094, 0.066, 0.223], [-0.039, 0.121, -0.067], [-0.422, -0.138, 0.145], [0.071, -0.024, -0.060]]
}